# 1
This record from the OMol25 dataset describes a 6-piece molecular cluster, C26H44O19S overall. The level of theory is ωB97M-V/def2-TZVPD.

- charge = 0
- highest occupied orbital energy (eV) = -9.9
- Kohn-Sham gap (eV) = 10.16
- total energy (Eh) = -2844.82520
- LUMO level (eV) = 0.3

Each line ends with the Mulliken charge.
Geometry (Å):
C -1.1396 -0.5385 -0.7879  -1.78
C -0.4061 0.5316 -1.6153  0.78
C 1.1060 0.5170 -1.2895  -1.51
C -1.0032 1.9376 -1.4378  0.21
C -0.7120 2.5391 -0.0403  -1.45
C -2.4941 1.8923 -1.7075  -0.83
O -2.9728 3.2484 -1.6972  -0.24
O -4.3109 3.2356 -2.1890  -0.26
S -5.3828 3.3590 -0.9154  0.67
O -4.7511 2.8502 0.2735  -0.47
O -6.2928 2.1437 -1.5047  -0.44
H -0.5269 -1.4314 -0.7111  0.64
H -1.3359 -0.1379 0.2057  0.12
H -2.0899 -0.7863 -1.2657  0.38
H -0.5081 0.2653 -2.6723  0.58
H 1.5219 1.5061 -1.1075  0.25
H 1.2780 -0.0749 -0.3874  0.31
H 1.6515 0.0154 -2.0860  0.38
H -0.5573 2.5921 -2.1924  0.52
H -0.0184 3.3767 -0.0950  0.22
H -0.2736 1.7846 0.6133  0.34
H -1.6274 2.9155 0.4155  0.42
H -3.0380 1.3201 -0.9569  0.38
H -2.6825 1.4782 -2.7027  0.40
H -6.6770 1.6949 -0.7414  0.34
C -2.4174 -4.5936 4.3970  -1.26
C -2.4392 -3.5511 3.3132  0.52
C -1.7367 -3.9448 2.0311  -0.33
O -1.2862 -2.6738 1.5248  -0.33
C -1.1431 -1.8423 2.5761  0.56
O -0.6125 -0.7760 2.5418  -0.51
O -1.6826 -2.3813 3.6929  -0.25
H -1.3947 -4.7875 4.7204  0.35
H -2.9811 -4.2582 5.2686  0.42
H -2.8539 -5.5168 4.0366  0.07
H -3.4635 -3.2265 3.1100  0.23
H -2.3919 -4.4213 1.3083  0.23
H -0.8697 -4.5821 2.2095  0.29
C -4.8345 -10.2463 1.2487  -1.45
C -4.4725 -9.0399 2.0753  0.50
C -4.7298 -7.7020 1.4121  -0.50
O -3.7157 -6.8713 1.9976  -0.25
C -2.6887 -7.6739 2.3789  0.60
O -1.6221 -7.2835 2.7285  -0.48
O -3.0501 -8.9706 2.2974  -0.36
H -4.2157 -10.2926 0.3523  0.36
H -4.6691 -11.1631 1.8123  0.36
H -5.8840 -10.2045 0.9570  0.37
H -4.9564 -9.0847 3.0545  0.25
H -5.7141 -7.2927 1.6226  0.31
H -4.5708 -7.7368 0.3322  0.31
C 0.4441 0.8812 4.9800  -1.27
C 0.1785 0.4589 6.3986  0.58
C -1.1951 -0.1328 6.6341  -0.27
O -1.4505 0.2132 8.0031  -0.36
C -0.7241 1.3201 8.2952  0.60
O -0.8465 1.9637 9.2860  -0.54
O 0.1524 1.5856 7.3010  -0.38
H -0.2262 1.6904 4.6876  0.33
H 1.4656 1.2469 4.8699  0.38
H 0.2958 0.0427 4.3033  0.23
H 0.9577 -0.2232 6.7504  0.22
H -1.2306 -1.2114 6.5074  0.22
H -1.9572 0.3323 6.0049  0.26
C 4.8064 4.3185 -2.5218  -1.34
C 4.9390 3.0392 -1.7395  0.56
C 6.3184 2.4147 -1.7667  -0.43
O 6.0249 1.0168 -1.6323  -0.35
C 4.7734 0.8075 -2.1054  0.63
O 4.2929 -0.2611 -2.2993  -0.52
O 4.1472 1.9868 -2.3238  -0.32
H 4.9779 4.1374 -3.5802  0.20
H 3.8039 4.7335 -2.4139  0.41
H 5.5275 5.0572 -2.1723  0.39
H 4.5959 3.1746 -0.7096  0.21
H 6.9591 2.7403 -0.9514  0.32
H 6.8260 2.5791 -2.7198  0.25
C 2.9506 6.1148 -7.5601  -1.43
C 4.2839 6.5231 -6.9893  0.45
C 5.4508 6.4520 -7.9534  -0.49
O 6.5529 6.1682 -7.0821  -0.36
C 6.0661 5.5432 -5.9861  0.66
O 6.7294 5.0121 -5.1562  -0.49
O 4.7142 5.6036 -5.9673  -0.27
H 2.9667 5.0637 -7.8493  0.36
H 2.1594 6.2421 -6.8227  0.35
H 2.7104 6.7222 -8.4329  0.38
H 4.2202 7.5150 -6.5339  0.25
H 5.6293 7.3801 -8.4898  0.31
H 5.3490 5.6310 -8.6669  0.30



# 2
This record from the OMol25 dataset describes a 7-piece molecular cluster, C5H23N2O7 overall. The level of theory is ωB97M-V/def2-TZVPD.

- charge = +2
- spin multiplicity = 2
- highest occupied orbital energy (spin up / spin down) (eV) = -16.4 / -16.3
- relative energy (zero: lowest compared OMol25 entry of this formula, charge and spin) (eV) = 0.247
- Kohn-Sham gap (spin up / spin down) (eV) = 9.51 / 5.51
- total energy (Eh) = -839.82380
- LUMO level (spin up / spin down) (eV) = -6.9 / -10.8

Each line ends with the Mulliken charge.
Geometry (Å):
O 3.0025 0.7509 -0.0115  -0.38
C 3.3901 0.4669 1.1010  -0.03
C 2.4527 -0.3403 1.9354  -0.37
C 1.9997 -1.6195 1.2587  -1.22
C 0.6077 -1.5199 0.6637  0.83
C 0.3978 -0.8435 -0.5244  -0.48
N -0.7788 -0.4332 -1.2388  0.11
N -0.3499 -1.9482 1.4808  -0.21
H 4.5425 0.4277 1.2550  0.35
H 2.7962 -0.5186 2.9376  0.33
H 1.5175 0.2765 1.9312  0.29
H 2.6745 -2.0590 0.5181  0.51
H 1.9242 -2.4714 1.9591  0.51
H 1.3107 -0.5938 -1.0713  0.25
H -1.5783 -1.0557 -1.0331  0.33
H -0.9401 0.5692 -0.9553  0.45
H -0.5747 -0.3403 -2.2669  0.23
H -0.1831 -2.4152 2.3746  0.31
H -1.2889 -2.1934 1.1327  0.13
H -2.5957 3.3319 0.8157  0.31
H -3.6701 2.8685 1.7176  0.32
O -2.7880 2.6044 1.4230  -0.61
H 1.8009 3.4198 -0.2006  0.32
H 2.0422 3.6165 1.2540  0.31
O 1.4012 3.2132 0.6542  -0.63
H 1.5802 0.4247 -3.2395  0.35
H 1.5100 1.4794 -4.4512  0.33
O 1.1390 1.1891 -3.6110  -0.67
H -1.7130 -0.5724 -4.4791  0.36
H -0.2766 -0.1713 -4.4474  0.36
O -0.8741 -0.8429 -4.0778  -0.71
H -3.6979 -2.3613 -0.0284  0.33
H -3.6741 -0.9141 0.6427  0.40
O -3.4887 -1.4293 -0.1773  -0.68
H -4.2081 -0.6397 2.4961  0.35
H -2.9253 0.3047 2.4866  0.33
O -3.2549 -0.5935 2.3580  -0.71



# 3
This record from the OMol25 dataset describes a 6-piece molecular cluster, C20H29NO13 overall. The level of theory is ωB97M-V/def2-TZVPD.

- charge = -4
- highest occupied orbital energy (eV) = 3.2
- relative energy (zero: lowest compared OMol25 entry of this formula, charge and spin) (eV) = 1.306
- Kohn-Sham gap (eV) = 1.64
- total energy (Eh) = -1811.70234
- LUMO level (eV) = 4.8

Each line ends with the Mulliken charge.
Geometry (Å):
O 0.0057 -0.3688 -0.9715  -0.64
H -0.4565 -1.0554 -0.4851  0.46
H -0.4044 -0.3461 -1.8392  0.50
H 0.9151 -0.6697 -1.0352  0.45
C -5.1321 3.3201 2.0648  -0.59
C -6.1995 3.5668 1.0483  0.49
C -7.1253 4.9235 1.3694  0.56
O -7.9477 5.1606 0.5281  -0.70
C -6.8223 5.6415 2.6104  -0.80
C -5.7361 5.3934 3.3437  0.44
C -4.8746 4.1589 3.1072  0.33
O -3.9584 3.7858 3.9158  -0.78
O -5.4550 6.3864 4.1437  -0.82
O -6.4043 2.8801 0.0884  -0.71
H -4.5925 2.3856 2.0196  0.37
H -7.3818 6.5216 2.8909  0.35
C 2.1810 6.4952 -2.3180  -0.63
C 1.8380 7.4563 -1.4494  0.46
C 0.4264 7.6810 -0.9123  0.21
O 0.0560 8.4652 0.0719  -0.79
C -0.6057 6.9329 -1.3890  -0.40
C -0.4072 5.9681 -2.4892  0.18
C 1.0765 5.7269 -2.9100  0.61
O 1.3580 4.7287 -3.6369  -0.77
O -1.3420 5.3728 -3.0854  -0.71
O 2.8633 8.2035 -1.2369  -0.81
H 3.1719 6.3332 -2.7159  0.36
H -1.5866 7.0232 -0.9462  0.44
C -0.8544 -4.0432 -5.9387  -0.97
C -2.3543 -3.5627 -5.7670  -0.35
O -2.3951 -2.2340 -5.3484  -0.87
H -0.2452 -3.6303 -6.7429  0.26
H -0.9001 -5.1074 -6.1696  0.33
H -0.2949 -3.8095 -5.0329  0.25
H -2.9811 -4.1314 -5.0801  0.17
H -2.9797 -3.5621 -6.6597  0.21
O 4.7371 0.3954 -2.7103  -0.68
H 4.2002 0.9539 -3.2724  0.36
H 5.5876 0.8336 -2.6787  0.31
C -1.6916 -4.1759 1.6489  -0.93
O -0.2589 -4.0930 1.5990  -0.29
C 0.2932 -5.3284 1.9170  -0.42
C 1.7972 -5.3602 1.7010  -0.88
N 2.5171 -4.3825 2.5070  -0.09
C 3.9469 -4.5625 2.5726  -0.60
C 4.4400 -3.4153 3.4957  -0.63
O 5.8399 -3.6202 3.6234  -0.38
C 6.6608 -3.3867 2.4991  -0.63
H -2.1377 -4.9667 2.2519  0.34
H -2.0972 -4.3142 0.6467  0.33
H -2.2088 -3.3114 2.0650  0.31
H 0.0684 -6.2074 1.3128  0.31
H 0.0274 -5.5349 2.9537  0.38
H 2.1544 -5.4329 0.6738  0.36
H 2.2350 -6.3050 2.0233  0.37
H 2.1487 -4.0334 3.3802  0.22
H 4.2702 -4.3501 1.5535  0.37
H 4.2788 -5.4676 3.0812  0.26
H 3.9814 -3.6120 4.4648  0.38
H 4.2416 -2.4140 3.1134  0.37
H 7.7349 -3.4951 2.6498  0.24
H 6.4870 -2.3610 2.1738  0.29
H 6.2908 -4.0430 1.7114  0.27



> Among the records above, which one has the highest total energy?

C5H23N2O7